1) 16
Properties=species:S:1:pos:R:3:mulliken_charge:R:1 method="wB97M-V/def2-TZVPD" smiles="C=CO.O.O.O" homo_energy_ev=-9.5 gap_ha=0.3706
C 1.54363 1.97101 -0.37946 -0.74
C 1.43412 0.90246 0.40144 0.07
O 0.50862 0.92322 1.43288 -0.60
H 2.23343 1.77533 -1.18983 0.24
H 0.97946 2.86814 -0.18958 0.29
H 2.11948 0.07059 0.36450 0.36
H 0.83044 0.34200 2.13058 0.35
H 0.04630 -1.51824 -0.63029 0.38
H 0.08152 -2.89560 0.02053 0.29
O 0.52433 -2.02436 0.05452 -0.63
H -1.23805 0.53392 0.90428 0.38
H -1.68907 -0.80716 1.34193 0.29
O -1.85137 -0.18633 0.65687 -0.66
H -1.02809 -0.18097 -2.58381 0.32
H -1.70992 -0.38090 -1.22845 0.35
O -1.35375 -0.86014 -1.99894 -0.69


2) 16
Properties=species:S:1:pos:R:3:mulliken_charge:R:1 method="wB97M-V/def2-TZVPD" homo_energy_ev=-8.1 gap_ha=0.2953
C 1.56023 -0.89644 -0.05797 -0.22
C 1.30585 0.35434 -0.92060 -0.49
O -0.00517 0.40154 -1.36926 -0.82
O 2.27356 -1.77749 -0.88654 -0.49
H 0.62788 -1.04532 0.48668 0.20
H 2.25870 -0.53569 0.69708 0.25
H 1.99525 0.40443 -1.76341 0.31
H 1.51885 1.25676 -0.34758 0.21
H -0.52153 0.41108 -0.56001 0.66
H 2.34884 -2.60550 -0.40660 0.28
O -1.08553 0.59637 0.21882 -0.54
H -1.65109 1.31970 0.48929 0.33
H -1.10700 -0.01369 0.95611 0.31
O -2.83876 0.90723 1.19909 -0.64
H -3.67567 1.06665 1.63544 0.28
H -3.00440 0.15602 0.62945 0.35


3) 16
Properties=species:S:1:pos:R:3:mulliken_charge:R:1 method="wB97M-V/def2-TZVPD" smiles="C=CO.O.O.O" homo_energy_ev=-9.4 gap_ha=0.3592
C 1.47154 -1.54992 2.18779 -0.68
C 0.93630 -0.32450 2.24530 0.04
O -0.15021 -0.00185 3.02037 -0.45
H 2.48650 -1.61471 1.80425 0.23
H 0.93570 -2.49574 2.23217 0.23
H 1.38856 0.51735 1.74467 0.35
H -0.59302 -0.83476 3.21417 0.28
H -1.79799 -0.86319 1.05623 0.29
H -1.61531 0.52686 0.59834 0.32
O -1.87278 -0.33262 0.24553 -0.60
H -0.34986 1.74110 -3.66065 0.33
H -0.01461 2.65707 -2.42513 0.31
O -0.71668 2.21936 -2.92821 -0.64
H -0.10346 -0.71944 -3.22167 0.34
H 0.99119 0.30691 -2.94110 0.30
O 0.75283 -0.43233 -3.51041 -0.65


The data favor 1); the next most stable structure lies 18.3 kcal/mol above it.